C42H33N8O4SSn | ωB97M-V/def2-TZVPD

```
89
Properties=species:S:1:pos:R:3:forces:R:3
Sn 0.112 0.423 -0.736 0.2475 0.0904 0.1062
S -1.806 -2.828 8.125 0.0686 -0.0065 0.1147
O -1.498 -0.544 -1.550 0.1269 -0.3581 0.1497
O -1.909 -1.614 8.920 -0.0110 -0.0556 -0.0696
O -2.390 -4.009 8.728 -0.0093 0.0472 -0.0569
O -0.517 -3.037 7.495 -0.0748 0.0255 -0.0153
N -1.017 1.961 -2.369 -0.1414 0.0674 -0.1054
N -4.240 -2.540 6.958 -0.0736 -0.0051 0.0974
N 3.499 1.231 0.979 0.0699 0.7206 -0.3366
N -2.378 -2.001 5.615 0.0292 0.0583 -0.1353
N 1.414 -0.983 -0.413 -0.0544 0.4028 0.1988
N -1.136 -0.224 1.164 -0.0211 -0.0007 -0.1211
N -2.516 2.956 -3.630 -0.0445 -0.0942 -0.0079
N 1.749 1.539 -2.081 0.1262 0.0527 0.1400
C 0.957 4.837 1.290 0.0054 0.0576 0.0242
C -4.272 0.600 -3.590 -0.0441 0.0330 -0.0228
C 3.553 1.586 -3.675 0.0366 -0.0128 0.0058
C -3.048 0.643 -2.914 -0.0275 0.2018 -0.0950
C 3.380 -3.742 -1.750 0.1000 -0.0240 -0.0055
C -5.035 -2.185 5.965 -0.0421 0.0221 -0.0290
C -2.929 -2.430 6.740 0.0795 -0.0582 0.1300
C -1.132 -1.361 3.253 0.0057 0.0102 -0.0748
C -0.580 3.222 -2.678 -0.0298 0.5337 -0.2657
C 1.694 -2.072 -1.157 0.0347 0.0427 0.0692
C 2.505 -4.380 -2.623 0.0030 -0.0845 -0.0803
C 1.875 -0.181 -3.733 0.0529 0.0102 -0.1117
C -2.500 -1.160 3.392 0.0019 0.0022 -0.0502
C -3.185 -1.644 4.621 -0.1151 0.0105 0.0606
C -3.477 -1.602 -2.139 -0.0182 -0.0567 0.0267
C -1.491 3.855 -3.460 0.1222 -0.0304 0.0989
C 2.524 -0.753 -4.791 -0.0502 0.0541 0.0569
C -0.493 -0.890 2.121 0.0681 -0.0099 0.1898
C 1.224 -3.862 -2.751 -0.0429 -0.0952 -0.0999
C 4.037 2.749 -3.034 -0.0456 -0.0125 0.0062
C 3.383 3.260 -1.957 0.0009 -0.0527 -0.0195
C 3.766 0.483 1.801 -0.0655 -0.5691 0.0570
C -4.565 -1.718 4.746 0.1455 -0.0359 -0.0037
C 1.689 4.376 0.211 0.0067 0.0231 -0.0693
C 2.207 2.619 -1.493 0.2685 -0.1351 0.0641
C -2.630 -0.477 -2.183 -0.1522 -0.0534 -0.0598
C -5.087 -0.508 -3.548 0.0355 -0.0349 0.0301
C 0.822 -2.748 -2.040 -0.0356 -0.0807 -0.0486
C 4.032 -0.563 2.778 0.0985 -0.0603 0.1458
C -2.450 -0.046 1.278 -0.1325 0.0005 0.0925
C 2.993 -2.625 -1.044 0.1579 -0.1160 0.0389
C 4.194 0.981 -4.779 -0.0058 0.0170 0.0080
C -4.676 -1.619 -2.807 -0.0572 0.0869 -0.0674
C 3.181 -0.400 4.039 0.0129 0.0192 0.0427
C -2.191 1.821 -2.956 -0.3917 -0.2115 -0.1253
C -0.047 4.051 1.825 -0.0552 0.0215 0.0466
C 0.403 2.334 0.189 0.0000 -0.2553 0.1192
C 1.423 3.127 -0.340 0.1602 -0.0216 0.1326
C 3.692 -0.167 -5.321 0.0265 -0.0104 -0.0201
C 2.387 0.996 -3.150 0.0645 -0.0485 -0.0514
C -0.319 2.808 1.272 0.0136 0.0495 0.0105
C -3.169 -0.497 2.365 0.0528 0.0308 0.0167
H 4.388 -4.121 -1.628 0.0477 -0.0183 0.0081
H -1.506 4.837 -3.894 0.0084 0.0589 -0.0281
H 1.177 5.808 1.713 0.0055 0.0491 0.0280
H -3.358 3.110 -4.157 0.1072 -0.0634 0.0743
H 2.462 5.008 -0.199 0.0529 0.0138 -0.0120
H -6.102 -2.271 6.146 -0.0182 -0.0165 -0.0069
H -3.136 -2.449 -1.561 0.0227 -0.0603 0.0263
H 5.094 1.436 -5.174 0.0359 0.0139 -0.0152
H 3.824 -1.517 2.291 0.0213 0.0039 -0.0189
H 0.562 -1.044 1.937 0.0932 -0.0414 -0.0329
H -4.229 -0.307 2.410 -0.0739 0.0090 0.0047
H 3.689 -2.121 -0.386 0.0440 0.0402 0.0411
H -0.594 -1.877 4.034 0.0466 -0.0328 0.0489
H 5.098 -0.541 3.017 -0.0678 0.0011 0.0053
H -1.101 2.207 1.710 -0.0667 -0.0715 0.0570
H 4.194 -0.639 -6.156 0.0007 0.0014 -0.0026
H 3.548 -1.057 4.824 -0.0344 -0.0449 0.0303
H -6.025 -0.516 -4.083 -0.0532 -0.0006 -0.0233
H 0.357 3.606 -2.318 -0.2836 0.0685 -0.1730
H 3.215 0.626 4.402 0.0139 -0.0228 0.0300
H 0.515 -4.343 -3.417 -0.0226 -0.0227 -0.0182
H 4.941 3.218 -3.401 0.0660 0.0152 -0.0144
H 3.772 4.123 -1.441 0.0053 0.0217 0.0141
H 2.811 -5.257 -3.176 0.0136 -0.0503 -0.0385
H 0.991 -0.640 -3.317 -0.0422 -0.0167 -0.0136
H -0.185 -2.375 -2.147 -0.1882 0.0324 -0.0164
H -0.615 4.398 2.677 -0.0356 0.0191 0.0459
H -2.934 0.481 0.467 -0.0607 0.0336 -0.0669
H -5.301 -2.499 -2.757 -0.0544 -0.0629 -0.0027
H -5.246 -1.452 3.951 -0.0103 0.0093 -0.0278
H 2.144 -1.673 -5.211 -0.0186 -0.0709 -0.0093
H 2.143 -0.657 3.841 -0.0270 0.0365 0.0010
H -4.602 1.452 -4.171 -0.0088 0.0663 -0.0259
```
Forces are in eV/Å.

Its charge is -1. The energy above the lowest of the compared OMol25 structures with the same formula, charge and spin comes out at 0.275 eV. The largest force on an atom comes out at 0.80 eV/Å. The calculation puts the frontier orbital gap at 0.20369 Eh.

***

C42H34Cl2N3OP2PbTe | ωB97M-V/def2-TZVPD

```
86
Properties=species:S:1:pos:R:3:forces:R:3
Pb 2.683 -1.301 -1.282 -0.4670 0.4738 -0.3056
Te -1.072 1.316 2.031 0.0096 0.0148 -0.0373
Cl 3.460 -4.372 1.739 -0.0520 -0.0794 -0.0758
Cl 2.583 -4.541 -3.624 -0.0273 0.0194 0.0529
P 0.918 1.877 -0.388 0.3238 0.0230 0.0126
P -1.387 -0.011 -1.044 -0.0204 -0.0913 -0.3224
O 4.974 -1.460 -0.181 0.3278 1.0056 0.1506
N 2.687 -0.991 1.287 0.1091 -0.0299 0.0482
N 3.316 -3.211 -1.005 0.3550 -0.2730 0.2199
N -5.558 3.349 2.020 0.0150 0.0192 0.0027
C -0.211 5.826 0.149 -0.0277 -0.0010 0.0062
C -0.140 2.488 -2.988 0.0331 0.0087 -0.0137
C -1.473 -3.364 1.463 0.0125 0.0135 0.0057
C 2.727 -6.581 0.383 0.0005 0.0004 0.0211
C -0.663 -4.253 0.763 -0.0559 0.0243 0.0286
C 2.230 2.219 -2.822 0.0216 -0.0085 0.0362
C 2.366 -6.656 -1.977 -0.0163 -0.0419 0.0150
C -1.754 -2.108 0.944 0.1012 0.0667 -0.0294
C -0.438 -2.620 -0.983 0.1020 0.0574 0.0733
C -5.479 -0.641 -0.839 0.0360 0.0198 0.0000
C -5.099 1.715 -1.058 -0.0158 0.0038 0.0085
C 2.369 2.532 -4.169 -0.0263 0.0028 0.0133
C 0.885 6.368 0.813 0.0130 -0.0157 -0.0169
C 0.979 2.199 -2.212 -0.1021 -0.0092 -0.0566
C 3.024 -4.498 -0.941 -0.1125 -0.2796 -0.0134
C -0.745 1.281 -0.052 0.1453 -0.0398 0.2369
C -5.981 0.647 -0.948 0.0042 -0.0228 -0.0094
C 2.384 -7.309 -0.750 0.0100 0.0609 -0.0523
C -3.733 1.492 -1.046 0.0015 -0.0428 0.0056
C -2.985 2.217 2.030 -0.0878 0.0814 0.0815
C -0.010 2.796 -4.334 -0.0311 -0.0088 0.0334
C 1.968 5.561 1.121 -0.0161 -0.0321 -0.0150
C 3.848 -0.966 1.937 0.0092 -0.1097 -0.0556
C 1.245 2.818 -4.929 0.0329 -0.0061 -0.0076
C 2.673 -5.313 -2.059 0.0135 0.0478 0.0121
C 1.529 -1.105 3.366 -0.0094 -0.0490 0.0307
C -4.107 1.466 2.359 -0.0138 0.0710 -0.0469
C -3.183 3.554 1.707 -0.1306 -0.0451 0.0046
C -4.474 4.061 1.708 0.0701 -0.0029 0.0301
C -3.209 0.202 -0.926 -0.0358 -0.0240 0.0727
C 3.035 -5.242 0.278 0.0617 0.0759 0.0383
C -4.105 -0.862 -0.832 -0.0750 0.0227 -0.0389
C 0.863 3.663 0.108 -0.0870 0.0030 -0.0314
C -5.356 2.073 2.339 -0.0062 -0.0591 -0.0067
C -0.165 -3.888 -0.476 0.0373 0.0566 -0.0175
C 5.094 -0.857 1.093 -0.0080 0.0481 -0.2710
C -0.219 4.484 -0.197 -0.0254 -0.0047 0.0248
C 1.558 -1.072 1.983 -0.1499 -0.0161 -0.0497
C -1.205 -1.692 -0.276 -0.0832 -0.0899 0.0334
C 2.734 -1.086 4.047 0.0296 -0.0003 -0.0240
C 1.953 4.215 0.766 0.0256 0.0001 0.0488
C 3.913 -1.028 3.321 0.0003 0.0879 0.0368
H 3.111 1.992 -2.227 -0.0189 0.0060 -0.0014
H -6.240 1.489 2.578 -0.0056 0.0344 -0.0040
H 2.755 -7.050 1.359 -0.0009 -0.0064 -0.0190
H 0.890 7.416 1.089 -0.0059 -0.0043 -0.0011
H -4.021 0.411 2.587 -0.0102 0.0168 0.0375
H 5.289 0.200 0.893 0.0439 0.0438 0.1404
H 0.638 -1.118 1.410 0.0073 0.0152 0.0037
H -3.731 -1.874 -0.744 -0.0327 0.0186 -0.0305
H 0.580 -1.153 3.881 0.0014 -0.0029 -0.0219
H -0.893 3.016 -4.923 0.0038 -0.0047 -0.0011
H 2.757 -1.126 5.128 0.0097 -0.0043 -0.0107
H -4.643 5.104 1.453 -0.0313 -0.0142 -0.0017
H -3.041 2.326 -1.092 -0.0124 0.0064 0.0022
H -5.479 2.728 -1.124 0.0015 -0.0116 -0.0069
H 2.101 -7.186 -2.883 -0.0003 -0.0037 0.0158
H -1.061 6.455 -0.096 0.0106 -0.0095 0.0014
H 1.346 3.053 -5.982 -0.0045 0.0020 0.0044
H -2.388 -1.431 1.499 -0.0244 0.0066 0.0021
H -0.048 -2.338 -1.958 -0.0713 -0.0351 -0.0325
H 2.823 5.973 1.644 -0.0058 0.0059 -0.0040
H -1.119 2.467 -2.525 -0.0215 -0.0194 -0.0257
H 2.794 3.576 1.015 -0.0067 0.0120 -0.0065
H 0.448 -4.575 -1.043 -0.0384 -0.0331 0.0013
H 3.354 2.547 -4.621 -0.0072 -0.0066 -0.0085
H 4.877 -1.029 3.815 -0.0044 -0.0077 -0.0059
H -6.156 -1.484 -0.753 -0.0009 0.0061 0.0017
H -0.428 -5.227 1.177 -0.0103 0.0180 -0.0199
H 2.137 -8.359 -0.679 0.0050 0.0099 -0.0034
H -2.350 4.192 1.451 0.0582 0.0368 -0.0096
H 4.516 -2.344 -0.177 -0.0621 -0.9495 0.1120
H -7.051 0.819 -0.942 0.0119 0.0071 0.0040
H -1.076 4.043 -0.697 0.0101 0.0410 0.0106
H 5.952 -1.252 1.644 -0.0127 -0.0968 -0.0010
H -1.889 -3.651 2.423 0.0058 -0.0027 -0.0094
```
Forces are in eV/Å.

Its charge is -1. The energy above the lowest of the compared OMol25 structures with the same formula, charge and spin comes out at 0.818 eV. The largest force on an atom comes out at 1.07 eV/Å. The calculation puts the frontier orbital gap at 0.22496 Eh.

***

C42H34N6O4PRuS | ωB97M-V/def2-TZVPD

```
89
Properties=species:S:1:pos:R:3:forces:R:3
Ru -0.013 -0.268 -0.266 -0.5642 -0.0697 0.4003
S -0.320 1.347 -2.324 0.0064 0.3234 -0.0693
P -1.969 0.422 0.819 0.6218 -0.4552 -0.4937
O 2.681 -0.069 1.057 -0.0062 -0.0528 -0.0454
O 6.803 -2.588 -4.277 -0.0300 0.0062 0.0347
O 1.439 -1.365 -1.420 -0.1079 0.2958 -0.0343
O 7.564 -1.548 -2.552 -0.0143 0.0061 0.0154
N 1.738 3.072 -2.506 -0.2290 0.0442 -0.1186
N -1.808 -4.814 -4.377 -0.0062 0.0159 0.0173
N 6.628 -2.013 -3.201 0.0927 -0.0139 -0.0515
N -1.345 -1.589 -1.292 0.0873 -0.0352 0.0573
N -5.123 -3.857 -1.609 0.0194 -0.0197 -0.0082
N 2.095 0.881 -3.231 -0.1037 -0.0089 0.1642
C 3.900 2.348 -3.269 0.0665 0.0340 0.0048
C -0.023 -1.676 1.198 0.0708 0.0632 -0.1145
C 3.391 1.102 -3.478 0.1315 -0.1130 0.0335
C -3.727 3.810 2.523 0.0035 -0.0062 -0.0291
C -0.260 -3.942 2.965 0.0026 -0.0025 0.0024
C -5.301 0.516 -2.400 0.0173 0.0161 0.0089
C -4.351 1.526 -2.318 0.0031 -0.0185 0.0129
C -2.104 1.722 3.309 -0.0733 -0.0481 0.0257
C -3.277 3.755 3.831 0.0013 -0.0077 0.0095
C -2.530 1.773 1.980 0.0601 0.0186 0.0148
C -1.339 -3.035 2.851 0.0010 0.0104 -0.0048
C 1.656 0.812 0.431 -0.1988 0.0734 0.0151
C 1.636 2.027 1.385 0.0742 -0.0005 0.0178
C -1.938 -2.442 -1.794 -0.1314 0.0400 -0.0619
C 2.652 -1.502 -1.738 0.2006 -0.3745 0.1424
C 3.706 -0.545 0.377 -0.0080 0.0373 0.0097
C 0.989 -2.602 1.374 -0.0035 0.0068 0.0385
C -3.438 -1.183 2.640 -0.0028 -0.0295 0.0156
C 5.300 -1.871 -2.696 -0.1028 -0.0086 0.0482
C -3.571 -2.310 3.475 0.0023 0.0234 -0.0091
C -2.293 -1.005 1.907 -0.0641 0.0206 0.0227
C 2.953 -2.225 -2.938 -0.0912 0.0322 0.0307
C 5.081 -1.211 -1.484 0.0316 0.0096 -0.0264
C 3.791 -1.030 -0.946 -0.0060 -0.0440 0.0394
C 4.230 -2.415 -3.411 0.0772 0.1051 -0.0344
C 1.238 1.822 -2.711 -0.0009 0.0362 0.0851
C -5.273 -0.527 -1.487 -0.0445 -0.0039 0.0139
C -3.354 0.453 -0.391 -0.1052 0.0549 0.1142
C -2.467 2.697 4.223 0.0118 0.0025 -0.0090
C 2.999 3.301 -2.769 0.0657 0.0187 -0.0226
C -2.543 -3.207 3.575 0.0097 -0.0002 0.0003
C 0.876 -3.711 2.239 -0.0034 0.0117 -0.0092
C -1.210 -1.917 1.982 0.0195 0.0132 0.0602
C 1.249 1.568 2.787 0.0034 -0.0215 -0.0132
C -2.714 -3.444 -2.402 -0.0404 -0.0205 -0.0244
C -4.036 -3.668 -1.962 0.0706 -0.0381 -0.0030
C -3.381 1.488 -1.327 -0.0217 0.0083 0.0007
C 3.025 2.684 1.446 0.0010 -0.0247 -0.0023
C -4.309 -0.554 -0.486 -0.0093 0.0072 0.0021
C 0.650 3.076 0.875 0.0187 -0.0430 0.0236
C -2.206 -4.193 -3.485 -0.0099 0.0142 0.0147
C -3.359 2.828 1.609 0.0823 0.0480 0.0035
H -0.353 -4.805 3.617 0.0042 0.0034 0.0008
H -2.617 2.256 -1.301 -0.0139 -0.0045 -0.0111
H 0.919 3.408 -0.129 -0.0063 0.0318 -0.0174
H -3.737 2.891 0.600 -0.0123 0.0007 -0.0287
H -0.359 2.674 0.826 0.0084 0.0126 -0.0056
H 3.347 4.309 -2.557 -0.0008 -0.0047 -0.0163
H 3.338 3.006 0.446 0.0012 0.0058 0.0097
H 1.206 2.414 3.484 -0.0423 0.0002 -0.0177
H 2.101 -2.662 -3.449 0.0154 0.0277 0.0121
H 1.709 -4.403 2.313 0.0007 0.0075 0.0001
H 3.773 1.989 1.829 -0.0018 0.0065 -0.0092
H -4.286 -1.391 0.200 -0.0035 0.0027 -0.0238
H 0.275 1.086 2.750 0.0410 -0.0272 0.0011
H -3.564 4.519 4.544 0.0022 0.0006 -0.0012
H 5.936 -0.847 -0.931 -0.0018 0.0070 -0.0075
H 3.970 0.255 -3.817 -0.0001 -0.0771 0.0072
H 1.909 -2.492 0.815 0.0000 -0.0185 0.0000
H -2.119 2.626 5.247 0.0007 -0.0040 -0.0019
H 1.723 -0.066 -3.242 -0.0134 -0.0013 -0.1353
H 3.009 3.566 2.097 0.0014 -0.0141 -0.0060
H -1.506 0.885 3.646 -0.0099 0.0153 -0.0018
H 2.160 1.168 -0.484 0.0707 0.0154 -0.0185
H 4.613 -0.606 0.979 0.0227 0.0194 -0.0273
H -6.045 0.530 -3.188 0.0016 -0.0001 0.0036
H -2.636 -4.075 4.221 -0.0001 0.0050 0.0001
H -4.241 -0.455 2.585 0.0021 -0.0057 -0.0036
H -4.375 4.618 2.203 0.0017 -0.0010 -0.0025
H 0.647 3.944 1.545 0.0031 -0.0083 -0.0206
H -4.486 -2.460 4.037 0.0037 0.0018 -0.0002
H 4.421 -2.971 -4.318 -0.0100 0.0118 0.0020
H 1.961 0.833 3.163 0.0218 0.0369 0.0144
H 4.942 2.569 -3.438 -0.0023 -0.0077 -0.0060
H -4.345 2.332 -3.042 0.0048 0.0019 -0.0001
H -5.976 -1.348 -1.562 0.0361 0.0238 -0.0038
```
Forces are in eV/Å.

Its charge is -2. The energy above the lowest of the compared OMol25 structures with the same formula, charge and spin comes out at 1.427 eV. The largest force on an atom comes out at 0.92 eV/Å. The spin multiplicity is 2. The calculation puts the frontier orbital gap (alpha / beta) at 0.18658 / 0.21187 Eh.

***

no.,electronic energy (Ha)
1,-2971.88697
2,-3924.35586
3,-3084.77808